# 1
Computed, not measured: a structure of composition C28H37N11O2V, with the ωB97M-V functional and the def2-TZVPD basis.

```
79
Properties=species:S:1:pos:R:3:forces:R:3:mulliken_spin:R:1
V 0.466 0.217 -0.168 -0.10 0.11 0.01 2.01
O 0.565 -0.663 3.665 0.03 0.01 -0.07 0.03
O 1.043 0.411 1.860 0.08 -0.14 0.18 -0.03
N -0.611 -3.440 -0.088 -0.02 -0.02 -0.03 0.00
N -0.119 -1.371 1.603 0.12 0.09 -0.05 0.03
N -0.463 -0.743 -1.624 -0.01 -0.13 -0.02 -0.08
N 0.506 -0.547 2.461 -0.05 0.06 0.01 -0.03
N -3.429 0.060 6.821 -0.01 0.03 -0.02 0.00
N -0.927 -2.734 3.377 0.00 0.00 -0.01 0.00
N -1.031 1.639 -0.245 0.02 -0.05 0.05 -0.03
N -1.111 -3.407 1.208 0.01 -0.01 0.01 0.00
N 1.915 -1.131 -0.813 0.00 -0.01 -0.06 -0.08
N 1.462 1.888 -0.445 0.00 0.04 -0.03 -0.02
N -3.056 -0.479 2.691 -0.02 -0.02 -0.13 0.00
C -0.189 -1.975 -3.673 -0.03 0.04 0.02 0.01
C 2.426 -3.596 -3.545 -0.01 0.01 0.02 0.01
C 2.869 1.992 -0.066 0.01 0.00 0.01 0.02
C 0.909 5.493 -1.314 -0.02 -0.02 0.00 0.01
C 4.352 -0.618 -1.113 -0.01 -0.01 0.01 -0.01
C 2.469 -2.848 -2.396 0.03 -0.02 0.00 0.01
C -0.363 5.867 -1.663 0.00 0.02 0.00 -0.01
C -1.923 -0.839 -1.656 -0.05 -0.03 0.00 0.06
C -4.003 -1.130 4.799 0.03 0.02 0.00 0.00
C 0.270 -1.537 -2.433 0.06 -0.06 0.01 0.05
C -2.524 0.742 4.689 -0.01 -0.02 0.00 0.00
C 3.244 -1.229 -0.227 0.04 0.01 0.01 0.05
C -3.832 -1.268 3.436 -0.03 0.02 0.06 0.00
C 1.614 -1.831 -1.884 -0.06 0.04 0.02 -0.02
C 3.955 0.601 -1.952 -0.01 -0.02 -0.02 0.01
C -2.417 1.206 -0.283 -0.02 0.00 -0.01 0.06
C -2.681 0.479 -1.598 -0.01 0.03 -0.02 -0.04
C -0.705 -2.482 2.094 -0.03 0.05 0.04 0.02
C 1.409 4.239 -0.951 0.04 0.01 0.01 -0.02
C 3.884 1.928 -1.205 0.00 0.02 0.00 -0.01
C 1.508 -3.576 -4.597 -0.01 -0.01 -0.03 0.00
C -2.434 0.513 3.331 0.01 -0.02 0.03 0.00
C -1.610 3.717 -1.316 -0.03 -0.02 0.00 -0.02
C 0.782 3.017 -0.743 -0.08 0.00 -0.01 0.04
C -3.332 -0.096 5.465 0.00 -0.01 0.01 0.00
C 0.358 -2.831 -4.634 0.02 -0.01 0.01 0.01
C -1.478 5.027 -1.701 0.02 0.00 0.00 0.01
C -0.679 2.805 -0.750 0.07 0.02 -0.02 0.01
H -2.584 0.509 0.542 0.01 -0.01 -0.01 -0.04
H -0.730 -2.016 4.057 -0.02 -0.02 0.01 0.00
H -4.199 -0.379 7.296 0.01 -0.01 0.00 0.00
H -1.820 1.168 2.717 0.00 0.00 0.00 0.00
H 4.695 0.708 -2.748 0.00 0.00 0.00 0.00
H -2.406 1.116 -2.443 0.00 -0.01 -0.01 0.00
H -2.233 -1.411 -0.767 0.00 0.01 -0.01 -0.02
H 3.315 -3.069 -1.761 0.00 0.00 0.00 0.00
H 1.661 6.273 -1.366 0.00 0.00 0.00 0.00
H -2.389 5.482 -2.076 0.00 0.00 0.00 0.00
H -3.130 0.934 7.217 0.01 -0.01 0.01 0.00
H -1.981 1.562 5.141 0.00 0.00 0.00 0.00
H -0.016 -4.249 -0.221 0.01 0.01 0.01 0.00
H -1.367 -3.445 -0.759 0.00 0.02 0.00 0.00
H 3.077 1.192 0.642 0.00 0.00 0.01 -0.01
H -2.267 -1.412 -2.516 0.02 0.01 -0.01 0.00
H -2.608 3.323 -1.442 0.00 0.01 -0.01 0.00
H 3.004 0.409 -2.456 0.00 0.00 0.00 0.00
H 1.720 -4.210 -5.447 0.00 0.00 0.00 0.00
H -1.602 -4.211 1.574 -0.03 0.01 -0.01 0.00
H -0.515 6.896 -1.963 0.00 0.00 0.00 0.00
H -4.353 -2.061 2.908 -0.01 0.00 0.01 0.00
H 2.483 4.228 -0.835 0.00 -0.01 0.00 0.00
H -4.656 -1.803 5.340 0.00 0.00 0.00 0.00
H -3.747 0.254 -1.685 0.00 0.00 0.01 0.00
H -1.126 -1.532 -3.980 0.00 -0.01 0.00 0.00
H 3.020 2.912 0.505 0.00 -0.01 0.01 0.00
H 4.866 2.145 -0.774 0.00 0.00 0.00 0.00
H 3.678 2.723 -1.926 -0.01 0.00 0.00 0.00
H -0.238 -2.925 -5.535 0.00 0.00 0.00 0.00
H 4.712 -1.385 -1.800 0.00 0.00 0.00 0.00
H -3.117 2.031 -0.134 0.01 0.00 0.02 0.00
H 3.248 -4.295 -3.657 0.00 0.00 0.00 0.00
H 3.207 -0.724 0.738 0.00 0.00 0.00 -0.01
H -1.396 -3.576 3.661 0.02 -0.01 -0.01 0.00
H 5.200 -0.367 -0.470 0.00 0.00 0.00 0.00
H 3.505 -2.268 0.005 -0.02 -0.01 0.00 0.01
```
Forces are in eV/Å.

Its spin multiplicity is 3. Its LUMO energy (alpha / beta) is -2.92 / -2.94 eV. The molecular weight comes out at 610.623 g mol⁻¹. The HOMO energy (alpha / beta) is -9.23 / -9.49 eV. The relative energy (zero: lowest compared OMol25 entry of this formula, charge and spin) is 1.3 kcal/mol. Its total charge is +1. The HOMO-LUMO gap (alpha / beta) comes out at 6.304 / 6.549 eV.


# 2
Computed, not measured: the ion C28H37N2O3 with charge +1, with the ωB97M-V functional and the def2-TZVPD basis.

```
70
Properties=species:S:1:pos:R:3:forces:R:3:nbo_charge:R:1
O -2.055 -0.668 -0.804 -0.08 -0.03 -0.44 -0.49
O -0.754 -0.970 1.016 -0.14 0.05 0.11 -0.61
O 2.801 1.380 1.008 0.24 0.11 -0.16 -0.51
N 1.372 -1.611 -0.443 0.48 0.24 0.36 -0.32
N 2.930 -1.533 1.100 -0.61 0.14 -0.49 -0.29
C -3.596 1.165 -0.267 0.34 -0.17 0.36 -0.23
C -1.573 2.341 -1.213 0.05 -0.15 0.26 -0.61
C 1.684 -4.041 -1.096 -0.03 0.07 0.03 -0.23
C -6.001 0.522 0.148 0.17 -0.08 0.39 -0.40
C -2.392 2.086 0.056 -0.07 0.12 -0.19 -0.20
C -4.360 -1.242 -0.472 0.27 0.08 0.34 -0.41
C -0.953 -0.948 -0.172 0.77 -0.26 -0.11 0.81
C 3.803 -1.087 2.154 0.50 0.30 0.56 -0.42
C -3.236 -0.310 -0.038 -0.78 0.15 0.18 0.09
C 0.189 -1.253 -1.172 -0.74 0.33 0.09 -0.33
C -6.769 -1.862 -0.126 0.22 0.10 0.20 -0.60
C -2.782 3.439 0.650 0.14 -0.28 0.03 -0.61
C 1.672 0.607 0.732 -0.34 0.23 0.20 -0.13
C 4.717 2.554 0.312 -0.16 -0.10 0.07 -0.07
C 3.695 1.654 -0.016 0.27 0.12 -0.08 0.34
C 3.631 1.090 -1.279 -0.27 -0.11 0.15 -0.33
C 1.936 -2.872 -0.390 0.66 -0.45 0.41 0.18
C -4.855 1.440 0.565 -0.11 -0.11 -0.37 -0.40
C 4.773 3.150 1.682 -0.06 -0.01 0.01 -0.63
C 2.946 -2.814 0.584 -0.44 -0.57 -0.64 0.10
C 2.470 -5.135 -0.794 -0.07 0.05 -0.04 -0.18
C 5.656 2.863 -0.658 -0.14 -0.09 0.03 -0.17
C 1.982 -0.838 0.471 0.15 0.02 0.01 0.51
C 5.596 2.303 -1.924 0.00 -0.07 -0.14 -0.21
C 4.583 1.417 -2.233 0.10 0.06 -0.05 -0.19
C -5.633 -0.950 0.324 -0.13 0.02 -0.37 -0.21
C 3.735 -3.918 0.878 -0.04 0.11 0.00 -0.21
C 3.477 -5.075 0.172 0.04 0.06 0.06 -0.19
H -3.000 -0.468 1.021 -0.02 0.05 -0.17 0.21
H -5.167 2.473 0.425 0.07 0.06 0.11 0.22
H 0.913 -4.105 -1.846 -0.09 -0.01 -0.09 0.23
H 4.523 0.975 -3.215 0.00 -0.04 -0.09 0.22
H 3.833 -1.847 2.934 -0.05 0.01 -0.06 0.23
H -0.634 2.837 -0.971 0.12 0.10 -0.03 0.20
H 1.044 0.672 1.630 0.05 -0.09 -0.26 0.26
H 2.847 0.396 -1.545 -0.08 -0.04 -0.05 0.20
H -6.882 0.752 0.749 -0.09 0.01 -0.05 0.22
H 6.336 2.560 -2.665 0.08 0.03 -0.08 0.23
H -4.548 -1.099 -1.537 -0.03 -0.02 -0.10 0.21
H 3.795 3.532 1.968 -0.01 0.07 0.10 0.23
H -5.430 -1.136 1.384 0.02 0.02 0.03 0.20
H -3.271 3.329 1.612 -0.10 0.07 0.10 0.22
H -6.503 -2.907 0.014 -0.03 -0.15 -0.01 0.21
H -3.441 3.982 -0.023 -0.10 0.11 -0.07 0.21
H 4.066 -5.957 0.369 0.07 -0.07 0.03 0.24
H -1.761 1.575 0.793 -0.02 -0.02 0.01 0.19
H -6.255 0.707 -0.898 -0.07 0.01 -0.09 0.20
H 0.354 -0.370 -1.798 0.00 -0.12 0.02 0.25
H -4.051 -2.278 -0.318 0.01 -0.05 -0.04 0.21
H 4.812 -0.935 1.765 -0.07 0.02 0.00 0.23
H -3.854 1.293 -1.323 -0.04 -0.01 -0.08 0.20
H 2.304 -6.062 -1.319 -0.03 -0.08 -0.06 0.24
H -6.994 -1.702 -1.177 -0.04 0.01 -0.15 0.21
H -1.886 4.038 0.796 0.06 0.11 0.02 0.21
H -0.105 -2.080 -1.819 0.08 0.11 0.03 0.26
H 6.445 3.559 -0.417 0.08 0.09 0.05 0.22
H -4.634 1.289 1.623 0.01 0.08 0.12 0.20
H -7.668 -1.659 0.451 -0.14 -0.02 0.03 0.22
H 3.442 -0.151 2.572 0.04 -0.14 -0.04 0.25
H 1.098 1.019 -0.109 0.03 -0.09 0.07 0.21
H -1.358 1.418 -1.748 0.04 -0.02 -0.12 0.20
H -2.129 2.992 -1.884 -0.04 0.07 -0.12 0.22
H 5.057 2.395 2.414 0.01 0.00 0.13 0.22
H 4.517 -3.875 1.618 0.10 0.00 0.10 0.24
H 5.497 3.957 1.719 0.05 0.05 0.04 0.23
```
Forces are in eV/Å.

As for the structure (SMILES): Cc1ccccc1OCc1n(CC(=O)O[C@@H]2C[C@H](C)CC[C@H]2C(C)C)c2ccccc2[n+]1C. Its LUMO energy is -2.81 eV. The molecular weight comes out at 449.615 g mol⁻¹. The HOMO energy is -11.36 eV. The relative energy (zero: lowest compared OMol25 entry of this formula, charge and spin) is 0.0 kcal/mol. Its total charge is +1. The HOMO-LUMO gap comes out at 8.551 eV.


# 3
Computed, not measured: a structure of composition C28H37N5O2PTc at a distorted geometry, with the ωB97M-V functional and the def2-TZVPD basis.

```
74
Properties=species:S:1:pos:R:3:forces:R:3:mulliken_spin:R:1
Tc -1.315 -0.777 -0.312 -0.57 0.12 -0.61 0.99
P 2.004 -0.516 -0.285 0.70 0.02 -0.22 -0.02
O -2.089 -1.324 -2.192 -0.02 0.02 -0.05 0.00
O -3.210 -1.742 0.136 0.36 -0.04 0.03 0.00
N 0.318 -0.579 -0.588 0.10 0.18 0.62 0.03
N -1.926 1.073 0.490 0.31 -0.19 0.18 -0.10
N -1.270 3.410 0.798 0.34 0.36 0.29 0.00
N -2.583 2.337 2.447 -0.13 0.09 1.07 0.01
N -3.565 2.887 0.348 -0.19 0.09 0.18 0.00
C -1.519 3.306 2.243 -0.03 -0.02 -0.35 0.00
C 3.472 1.822 -0.238 -0.03 0.03 0.20 0.00
C 3.667 -0.934 3.342 -0.05 0.01 0.05 0.00
C -2.486 3.856 0.128 -0.12 0.06 -0.18 0.00
C 3.173 -4.238 -1.283 -0.03 0.03 0.02 0.00
C 1.286 -0.828 3.708 0.01 -0.02 0.04 0.01
C 1.084 -0.691 2.347 -0.19 0.02 -0.07 -0.05
C -0.845 2.164 0.289 0.13 -0.09 -0.22 0.03
C 2.519 1.063 -0.918 -0.16 -0.08 -0.09 0.00
C -1.403 -2.396 -2.921 0.09 0.01 0.00 0.01
C 3.431 3.436 -2.019 -0.02 -0.04 0.00 0.00
C 2.539 -3.176 -0.667 -0.07 -0.03 0.07 0.00
C 2.481 2.680 -2.699 0.03 0.02 0.01 0.00
C 2.170 -0.667 1.476 -0.03 -0.16 0.04 0.01
C 4.049 -4.003 -2.339 0.02 0.02 -0.02 0.00
C 2.579 -0.940 4.205 0.01 0.02 -0.03 0.00
C 2.773 -1.872 -1.123 0.00 0.03 0.01 0.01
C 2.026 1.494 -2.155 -0.06 -0.13 -0.11 0.00
C -3.933 -2.293 -1.002 -0.08 0.10 -0.17 0.00
C 3.468 -0.810 1.978 0.03 -0.07 -0.11 0.00
C -3.804 2.778 1.800 -0.04 0.02 -0.34 0.00
C -2.200 1.055 2.008 -0.01 -0.28 -0.21 0.06
C 3.654 -1.639 -2.182 -0.03 0.07 -0.07 0.00
C -3.530 -1.451 -2.192 -0.28 -0.01 0.13 0.00
C 3.923 3.009 -0.794 -0.03 -0.03 -0.05 0.00
C 4.293 -2.713 -2.786 -0.06 0.02 0.06 0.00
C -3.465 -2.496 1.354 -0.02 0.01 0.22 0.00
C -3.196 1.615 -0.169 -0.17 -0.14 -0.27 0.04
H 1.886 -3.357 0.180 0.01 0.00 0.02 0.00
H 3.857 1.506 0.721 0.00 -0.01 0.03 0.00
H -1.831 4.273 2.633 0.08 -0.01 0.01 0.00
H -3.009 0.343 2.193 0.07 -0.05 -0.05 -0.02
H 4.982 -2.540 -3.599 0.04 0.02 -0.04 0.00
H 1.304 0.896 -2.702 0.01 0.02 0.01 0.00
H 2.738 -1.049 5.269 0.00 0.00 0.04 0.00
H -2.989 1.686 -1.243 0.00 -0.01 0.06 0.00
H 3.792 4.359 -2.450 0.00 0.03 -0.01 0.00
H -1.280 0.738 2.508 -0.14 0.05 -0.05 -0.02
H -4.515 -2.388 1.621 0.04 -0.02 0.01 0.00
H -0.343 -2.153 -2.899 -0.03 -0.04 -0.04 -0.01
H -2.296 3.961 -0.943 -0.04 0.00 0.03 0.00
H 3.848 -0.633 -2.527 0.03 0.02 0.00 0.00
H 0.052 1.824 0.810 0.00 -0.03 -0.01 -0.01
H -3.211 -3.543 1.188 -0.03 0.04 0.03 0.00
H -2.787 4.822 0.528 0.00 -0.01 -0.04 0.00
H -2.828 -2.071 2.129 -0.06 -0.05 0.01 0.00
H -4.603 2.061 1.999 -0.04 0.06 -0.06 0.00
H -1.593 -3.359 -2.449 0.01 0.01 -0.03 0.00
H 4.319 -0.851 1.309 0.01 0.02 -0.02 0.00
H -3.992 0.888 0.019 0.06 0.05 -0.02 0.00
H 0.444 -0.864 4.384 -0.03 0.01 0.04 0.00
H -1.774 -2.382 -3.944 0.03 -0.01 0.02 0.00
H 3.005 -5.247 -0.935 -0.01 -0.02 0.03 0.00
H 2.110 3.011 -3.659 -0.02 0.01 -0.02 0.00
H -4.089 3.752 2.193 -0.06 -0.03 -0.02 0.00
H -3.659 -3.347 -1.098 -0.02 0.06 -0.06 0.00
H -0.653 2.230 -0.782 0.01 -0.06 -0.04 0.01
H -3.920 -0.434 -2.120 0.00 -0.09 0.01 0.00
H 0.059 -0.630 1.968 0.24 -0.03 0.03 0.02
H 4.662 3.599 -0.271 0.04 0.02 0.03 0.00
H 4.670 -1.042 3.729 0.04 0.00 0.02 0.00
H -5.005 -2.214 -0.810 0.05 -0.02 -0.01 0.00
H -0.615 2.975 2.756 0.02 0.07 -0.01 0.00
H 4.555 -4.837 -2.808 0.01 -0.02 -0.01 0.00
H -3.859 -1.885 -3.137 0.02 -0.01 0.06 0.00
```
Forces are in eV/Å.

Its spin multiplicity is 2. Its LUMO energy (alpha / beta) is -10.61 / -10.46 eV. The molecular weight comes out at 604.611 g mol⁻¹. The HOMO energy (alpha / beta) is -16.86 / -16.87 eV. Its total charge is +3. The HOMO-LUMO gap (alpha / beta) comes out at 6.248 / 6.413 eV.